(1)
DFT (the ωB97M-V functional and the def2-TZVPD basis) results for a molecular structure, C29H33As2KN6O5S2.

Properties
- F_max (eV Å⁻¹) = 1.0
- charge = -2
- DFT total energy (eV) = -209462.940
- HOMO level (eV) = -2.202
- energy relative to the best compared isomer or geometry (same formula, charge and spin) (eV) = 0.691
- HOMO-LUMO gap (eV) = 6.345

Geometry as XYZ:
```
78
C29H33As2KN6O5S2 | OMol25 | the ωB97M-V functional and the def2-TZVPD basis
K 0.368 -0.918 0.504
N 1.672 3.045 3.862
C 1.937 2.253 2.751
S 2.303 0.630 3.017
N 1.795 2.973 1.636
N 1.855 2.220 0.530
C 1.858 2.891 -0.569
C 1.836 4.385 -0.606
C 0.647 5.083 -0.408
C 0.622 6.468 -0.457
C 1.789 7.180 -0.710
C 2.979 6.495 -0.906
C 2.998 5.106 -0.854
C 1.902 2.155 -1.845
C 2.072 2.820 -3.066
C 2.101 2.092 -4.240
C 1.959 0.716 -4.186
C 1.785 0.138 -2.934
N 1.754 0.822 -1.798
H 2.043 2.685 4.725
H 1.778 4.034 3.688
H -0.260 4.532 -0.197
H -0.312 6.990 -0.293
H 1.769 8.263 -0.752
H 3.897 7.040 -1.096
H 3.930 4.570 -0.999
H 2.172 3.897 -3.086
H 2.228 2.600 -5.190
H 1.967 0.098 -5.075
H 1.635 -0.932 -2.841
O -1.535 -2.599 2.622
S -1.448 -3.144 1.249
O -2.207 -4.395 1.093
O -0.012 -3.359 0.892
O -1.982 -2.099 0.295
C -1.852 1.636 -3.135
As -1.901 0.270 -1.699
C -3.417 1.006 -0.699
C -2.877 -1.089 -2.736
C -4.131 -0.796 -3.271
C -4.859 -1.743 -3.973
C -4.332 -3.015 -4.148
C -3.079 -3.310 -3.635
C -2.334 -2.362 -2.934
As -0.519 -2.805 -2.317
C 0.158 -3.101 -4.170
C -0.771 -4.670 -1.819
H -2.846 1.835 -3.541
H -1.202 1.279 -3.936
H -1.432 2.560 -2.733
H -4.283 1.215 -1.328
H -3.087 1.931 -0.225
H -3.674 0.282 0.074
H -4.558 0.191 -3.135
H -5.835 -1.492 -4.374
H -4.894 -3.774 -4.680
H -2.677 -4.306 -3.777
H -0.464 -3.795 -4.738
H 1.178 -3.489 -4.124
H 0.173 -2.138 -4.686
H -1.092 -5.283 -2.665
H -1.484 -4.695 -0.992
H 0.181 -5.034 -1.437
N -2.959 5.128 4.090
C -2.526 4.658 2.865
O -2.289 5.426 1.950
C -2.387 3.184 2.769
C -3.147 2.294 3.526
C -2.901 0.940 3.406
C -1.895 0.510 2.544
N -1.175 1.361 1.808
C -1.424 2.657 1.917
H -2.848 6.122 4.206
H -2.744 4.563 4.895
H -3.928 2.660 4.183
H -3.466 0.203 3.960
H -1.671 -0.555 2.466
H -0.802 3.325 1.334
```

(2)
DFT (the ωB97M-V functional and the def2-TZVPD basis) results for a molecular structure, C29H33BrN2O6Rb.

Properties
- F_max (eV Å⁻¹) = 1.1
- charge = -1
- DFT total energy (eV) = -116572.851
- HOMO level (eV) = -4.255
- energy relative to the best compared isomer or geometry (same formula, charge and spin) (eV) = 0.330
- HOMO-LUMO gap (eV) = 6.375

Geometry as XYZ:
```
72
C29H33BrN2O6Rb | OMol25 | the ωB97M-V functional and the def2-TZVPD basis
Rb 0.165 -0.639 -0.896
O -3.238 1.948 -1.319
C -3.077 3.218 -1.472
C -4.169 4.111 -1.641
C -3.981 5.471 -1.774
C -2.707 6.039 -1.742
C -1.621 5.192 -1.570
C -1.779 3.822 -1.438
C -0.580 2.932 -1.209
O -0.686 1.698 -1.856
N -0.447 2.773 0.246
N 0.581 2.139 0.771
C 0.645 2.010 2.046
C 1.734 1.307 2.706
Br 2.718 0.075 1.642
C 2.060 1.398 3.998
C 1.461 2.325 4.973
C 1.292 1.897 6.292
C 0.733 2.730 7.246
C 0.338 4.016 6.902
C 0.515 4.459 5.600
C 1.075 3.624 4.644
H -1.694 1.508 -1.798
H -5.164 3.680 -1.664
H -4.847 6.112 -1.904
H -2.568 7.107 -1.853
H -0.614 5.602 -1.545
H 0.336 3.414 -1.565
H -1.209 3.091 0.833
H -0.132 2.418 2.696
H 2.816 0.724 4.383
H 1.597 0.893 6.562
H 0.605 2.374 8.261
H -0.104 4.668 7.645
H 0.221 5.464 5.323
H 1.229 3.988 3.636
C -2.819 -5.903 -4.808
O -2.901 -6.409 -3.493
C -2.261 -5.701 -2.514
C -2.385 -6.243 -1.216
C -1.779 -5.580 -0.184
C -1.054 -4.382 -0.347
C -0.512 -3.714 0.826
C -0.422 -4.491 2.134
O -0.128 -2.544 0.847
C -0.890 -3.846 -1.679
O -0.192 -2.828 -1.947
C -1.548 -4.557 -2.743
H -3.387 -6.587 -5.434
H -1.782 -5.865 -5.156
H -3.250 -4.901 -4.876
H -2.956 -7.149 -1.069
H -1.889 -5.990 0.813
H -0.021 -5.494 1.996
H -1.413 -4.587 2.585
H 0.210 -3.921 2.812
H -1.430 -4.133 -3.730
C 2.976 -2.861 -2.964
C 3.708 -1.810 -2.165
O 3.092 -0.550 -2.374
C 3.891 0.525 -1.915
C 3.094 1.803 -2.007
H 3.437 -3.837 -2.804
H 3.028 -2.627 -4.029
H 1.927 -2.926 -2.671
H 4.763 -1.751 -2.471
H 3.696 -2.049 -1.092
H 4.803 0.580 -2.527
H 4.206 0.345 -0.879
H 2.761 1.979 -3.031
H 3.704 2.651 -1.688
H 2.218 1.766 -1.360
```

(3)
DFT (the ωB97M-V functional and the def2-TZVPD basis) results for a molecular structure, C29H33ClCrN2O3.

Properties
- F_max (eV Å⁻¹) = 1.0
- DFT total energy (eV) = -80673.951
- HOMO level (spin up / spin down) (eV) = -6.536 / -7.166
- HOMO-LUMO gap (spin up / spin down) (eV) = 6.859 / 7.148
- spin multiplicity = 5

Geometry as XYZ:
```
69
C29H33ClCrN2O3 | OMol25 | the ωB97M-V functional and the def2-TZVPD basis
Cr -0.484 0.091 -0.908
C -2.648 -3.292 1.329
N -2.530 -2.023 2.033
C -2.973 -1.994 3.414
C -1.828 -1.025 1.489
O -1.408 -1.113 0.330
C -1.556 0.205 2.343
O -0.587 1.037 1.772
C -1.029 2.250 1.135
C -0.263 2.592 -1.470
O 0.197 1.446 -2.082
N -0.992 3.469 -2.413
C -1.360 2.949 -3.711
C -1.970 4.370 -1.856
H -3.700 -3.551 1.197
H -2.152 -4.082 1.897
H -2.168 -3.212 0.359
H -3.807 -2.684 3.523
H -3.319 -1.001 3.694
H -2.177 -2.305 4.098
H -1.157 -0.133 3.304
H -2.490 0.743 2.536
H -0.227 2.961 1.309
H -1.920 2.613 1.648
H -0.671 2.154 -3.977
H -1.288 3.746 -4.458
H -2.392 2.559 -3.740
H -1.681 4.664 -0.845
H -2.982 3.934 -1.813
H -2.026 5.272 -2.474
Cl -0.307 -2.234 -2.324
C 0.472 -3.040 -0.983
C 0.262 -4.388 -0.772
C 0.771 -4.978 0.377
C 1.453 -4.192 1.299
C 1.670 -2.847 1.054
C 1.221 -2.223 -0.120
C 1.427 -0.804 -0.415
H -0.315 -4.965 -1.484
H 0.639 -6.038 0.546
H 1.824 -4.639 2.214
H 2.212 -2.239 1.771
H 1.945 -0.660 -1.368
H 2.006 -0.335 0.383
C -5.985 0.668 1.350
C -5.420 -0.304 0.538
C -4.264 -0.033 -0.177
C -3.631 1.208 -0.075
C -4.235 2.190 0.716
C -5.396 1.923 1.422
C -2.403 1.504 -0.841
C -1.244 2.060 -0.355
C 0.916 3.394 -0.884
C 1.099 4.750 -1.125
C 2.189 5.424 -0.585
C 3.113 4.751 0.197
C 2.952 3.391 0.424
C 1.865 2.723 -0.115
H -6.892 0.459 1.903
H -5.886 -1.279 0.457
H -3.825 -0.791 -0.817
H -3.797 3.180 0.753
H -5.854 2.707 2.013
H -2.512 1.445 -1.922
H 0.404 5.279 -1.761
H 2.324 6.479 -0.789
H 3.958 5.278 0.622
H 3.679 2.845 1.013
H 1.747 1.659 0.038
```